{
  "formula": "C4H29NO10",
  "method": "the ωB97M-V functional and the def2-TZVPD basis",
  "spin_multiplicity": 2,
  "gap_ev": [10.51, 5.59],
  "total_charge": 1,
  "s2": 0.76,
  "homo_energy_ev": [-14.23, -13.93],
  "symbols": ["N", "C", "C", "C", "C", "H", "H", "H", "H", "H", "H", "H", "H", "H", "H", "H", "O", "H", "H", "O", "H", "H", "O", "H", "H", "O", "H", "H", "O", "H", "H", "O", "H", "H", "O", "H", "H", "O", "H", "H", "O", "H", "H", "O"],
  "coordinates": [[1.29607, 0.92587, -1.40058], [0.85178, 1.02407, 0.01966], [-2.02584, -1.12699, 1.48987], [-0.69430, -0.44357, 1.29434], [-0.44772, 0.33542, 0.23910], [0.43374, 0.68046, -2.06107], [1.73182, 1.76970, -1.76576], [0.79998, 2.15828, 0.32310], [1.72198, 0.60781, 0.62669], [-2.74305, -0.80738, 0.71746], [-1.94099, -2.26627, 1.44405], [-2.40717, -0.94551, 2.51668], [-0.00628, -0.65930, 2.01128], [-1.22974, 0.51770, -0.53665], [-1.88398, 1.20344, -3.58446], [-1.58258, 0.22926, -2.44518], [-1.37608, 1.12182, -2.78369], [2.45631, -0.21751, 3.66900], [1.74219, 0.82830, 2.76377], [2.16162, -0.06079, 2.78462], [-1.50108, 3.86380, -1.27918], [-1.61232, 2.28685, -1.56466], [-1.80938, 3.02796, -0.92762], [2.60791, -0.48970, -1.29225], [3.83239, -0.67479, -0.36105], [3.27572, -1.14198, -0.92048], [2.37140, -1.98661, 0.26977], [1.76819, -1.64752, 1.60865], [1.72419, -2.34245, 0.92833], [-1.24821, -1.88047, -1.16738], [-2.56714, -1.91629, -2.20780], [-1.79341, -1.37373, -1.96025], [1.22935, -1.85087, -2.53682], [-0.29315, -1.90543, -2.77193], [0.52027, -2.43907, -2.83858], [-1.90723, 1.74069, 1.75064], [-1.55425, 2.80862, 0.77426], [-1.50437, 2.59887, 1.70921], [0.07213, 2.34759, 2.36181], [0.85552, 2.82713, 3.64692], [0.90368, 2.32000, 2.79816], [0.25474, -2.73134, 0.21747], [0.01188, -3.29507, -1.15114], [-0.49458, -3.02102, -0.40832]],
  "mulliken_spin": [0.168, 0.033, 0.004, 0.147, 0.409, -0.006, -0.009, 0.072, 0.040, -0.005, 0.040, 0.032, 0.022, -0.003, 0.000, 0.003, -0.001, 0.000, 0.000, 0.001, 0.000, -0.001, 0.000, 0.000, 0.000, 0.006, 0.000, -0.001, 0.012, 0.000, 0.000, 0.001, 0.001, -0.002, 0.000, -0.003, -0.004, 0.026, -0.001, -0.001, 0.006, 0.001, -0.002, 0.017]
}



{
  "formula": "C4H29NO13S",
  "method": "the ωB97M-V functional and the def2-TZVPD basis",
  "gap_ev": 7.35,
  "total_charge": -2,
  "homo_energy_ev": -2.34,
  "symbols": ["O", "C", "C", "C", "S", "N", "C", "O", "H", "H", "H", "H", "H", "H", "H", "H", "H", "O", "H", "H", "O", "H", "H", "O", "H", "H", "O", "H", "H", "O", "H", "H", "O", "H", "H", "O", "H", "H", "O", "H", "H", "O", "H", "H", "O", "H", "H", "O"],
  "coordinates": [[0.36981, 1.32781, -0.43745], [0.28788, 0.62980, 0.63118], [1.41045, -0.50499, 0.91142], [1.80191, -0.26111, 2.41210], [1.13460, 1.44477, 2.49486], [1.05706, -1.85057, 0.45244], [-0.14161, -2.48724, 1.02129], [-0.00213, -2.68958, 2.40947], [-0.65698, 0.63434, 1.09134], [2.29580, -0.21657, 0.27474], [2.89443, -0.11532, 2.50926], [1.15950, -1.01201, 2.89583], [1.85870, -2.55763, 0.72785], [-0.41054, -3.45249, 0.63918], [-1.01866, -1.91262, 0.70519], [-3.49184, -0.03827, 2.64991], [-3.98445, 0.75625, 1.47296], [-4.32439, 0.35581, 2.27384], [-1.97991, -0.59520, 1.79165], [-3.26024, -0.54284, 0.21759], [-2.34071, -0.32893, 0.05088], [-1.53866, -2.43141, -1.81726], [-2.59515, -2.05141, -0.78200], [-2.41763, -2.67247, -1.52242], [-2.34302, 2.22588, -1.44777], [-0.96621, 2.75683, -0.68514], [-1.58407, 2.95892, -1.40100], [4.74955, 1.38486, 0.24871], [4.78587, -0.06198, -0.15748], [5.28022, 0.57920, 0.36445], [-3.49419, 1.02892, -2.23093], [-2.91781, 0.71636, -0.80419], [-3.65761, 1.32525, -1.32846], [3.86332, 0.65020, -2.78868], [2.94474, -0.46109, -2.25678], [3.88579, -0.22218, -2.37011], [-0.61102, 0.56688, -3.11022], [-1.35033, 1.82534, -2.64963], [-1.38400, 1.11396, -3.36685], [2.41657, 3.24160, -0.55515], [1.78321, 1.94828, -0.76113], [2.69603, 2.40259, -0.96712], [-0.70341, -2.20605, 2.90736], [-1.20894, 0.08176, 3.03676], [-1.89704, -0.53878, 2.78100], [1.21294, 0.52481, -1.90236], [1.14752, -0.83199, -1.37467], [1.24461, -0.43769, -2.25449]],
  "lowdin_charge": [-0.205, -0.451, -0.378, -0.493, 0.587, -0.023, -0.298, -0.099, 0.027, 0.123, 0.049, 0.045, 0.164, 0.104, 0.076, -0.010, -0.002, -0.109, 0.010, -0.028, -0.345, 0.016, -0.006, -0.097, 0.018, 0.013, -0.148, 0.019, -0.003, -0.092, 0.018, 0.020, -0.162, 0.031, -0.025, -0.097, 0.008, -0.003, -0.121, 0.030, 0.004, -0.141, 0.072, 0.018, -0.096, 0.067, 0.005, -0.094]
}



{
  "formula": "C4H29NO9S",
  "method": "the ωB97M-V functional and the def2-TZVPD basis",
  "gap_ev": 9.40,
  "smiles": "C[C@@H](N)CCS.O.O.O.O.O.O.O.O.O",
  "homo_energy_ev": -9.15,
  "symbols": ["C", "C", "C", "C", "S", "N", "H", "H", "H", "H", "H", "H", "H", "H", "H", "H", "H", "H", "H", "O", "H", "H", "O", "H", "H", "O", "H", "H", "O", "H", "H", "O", "H", "H", "O", "H", "H", "O", "H", "H", "O", "H", "H", "O"],
  "coordinates": [[-0.71069, 1.41162, -0.61797], [0.52024, 0.55569, -0.36488], [1.69823, 1.07005, -1.20325], [2.89133, 1.62612, -0.46881], [2.34073, 2.78722, 0.80556], [0.29587, -0.91301, -0.51673], [-0.74785, 1.54432, -1.71993], [-0.53464, 2.48877, -0.44520], [-1.61336, 1.23252, -0.07879], [0.93591, 0.56153, 0.64408], [2.03559, 0.19727, -1.80421], [1.34023, 1.75034, -1.98555], [3.60107, 0.90348, 0.00373], [3.58449, 2.01641, -1.25411], [3.55548, 3.26570, 1.17552], [-0.68335, -1.08768, -0.30586], [0.34915, -1.15196, -1.51403], [-1.16316, 2.92475, 1.49300], [-0.81953, 1.59940, 2.39530], [-1.50181, 2.16648, 1.96596], [-4.03918, -0.16245, -1.45062], [-3.48169, -0.05457, -0.02680], [-3.46777, -0.63030, -0.83423], [0.51269, -2.35406, 1.67784], [-0.82017, -2.36739, 2.45637], [0.14139, -2.25691, 2.56176], [0.08979, 0.36455, 4.13233], [0.33026, -0.43469, 2.83041], [0.17223, 0.46172, 3.17911], [-4.46787, 1.38391, 1.17879], [-3.03622, 1.40510, 1.75897], [-3.73674, 0.79685, 1.39493], [-2.99386, -0.83975, 2.05672], [-2.56268, -1.95839, 1.20876], [-2.57719, -1.71115, 2.14408], [3.14620, -2.05224, 0.49706], [1.76184, -1.85492, -0.19239], [2.62964, -2.34870, -0.26226], [0.49342, -0.05126, -3.52000], [0.93893, -1.22488, -4.41548], [0.80889, -0.27326, -4.39599], [1.64170, -2.69527, -1.97109], [1.69254, -3.47121, -3.29253], [1.44993, -2.61978, -2.91953]],
  "lowdin_charge": [-0.059, -0.433, -0.264, -0.560, 0.727, 0.044, 0.095, 0.074, 0.036, 0.087, 0.116, 0.115, 0.080, 0.093, -0.135, 0.080, 0.064, 0.049, 0.018, -0.083, 0.036, -0.026, -0.089, 0.023, 0.018, -0.058, 0.070, 0.015, -0.059, 0.081, 0.041, -0.079, 0.014, 0.041, -0.046, 0.043, -0.016, -0.098, -0.009, 0.008, -0.058, 0.004, 0.057, -0.055]
}



{
  "formula": "C4H2Br2F2",
  "method": "the ωB97M-V functional and the def2-TZVPD basis",
  "spin_multiplicity": 3,
  "gap_ev": [5.66, 7.48],
  "s2": 2.02,
  "homo_energy_ev": [-6.17, -9.58],
  "symbols": ["C", "C", "C", "C", "F", "F", "Br", "Br", "H", "H"],
  "coordinates": [[-0.30950, -1.34987, 1.05661], [0.77272, -0.83105, 0.55157], [1.62437, -0.28100, -0.27261], [-1.04361, 1.08455, -0.52917], [-1.43491, 0.88224, -1.77578], [-1.61942, 2.28517, -0.16168], [2.73651, 1.16366, -0.00848], [-2.08126, -0.55732, 0.45572], [-0.32149, -1.79237, 2.01825], [1.67659, -0.60402, -1.33443]],
  "mulliken_spin": [0.175, -0.050, 0.181, 1.099, 0.069, 0.069, 0.007, 0.458, -0.007, -0.001]
}



{
  "formula": "C4H2BrClO2",
  "method": "the ωB97M-V functional and the def2-TZVPD basis",
  "gap_ev": 10.09,
  "smiles": "O=C1C=CO[C@@]1(Cl)Br",
  "homo_energy_ev": -10.15,
  "symbols": ["C", "C", "C", "C", "O", "O", "Cl", "Br", "H", "H"],
  "coordinates": [[0.74276, 0.46166, -0.93229], [-0.10251, -0.43397, -1.28176], [0.58340, 0.67709, 0.50741], [-0.60568, -0.31554, 0.91897], [1.22783, 1.36178, 1.21888], [-0.81128, -1.01742, -0.24016], [-2.01708, 0.58402, 1.21265], [-0.08359, -1.45026, 2.36317], [1.51308, 0.91534, -1.60204], [-0.44693, -0.78270, -2.16482]],
  "lowdin_charge": [0.014, -0.069, -0.468, -1.279, 0.124, -0.148, 0.762, 0.801, 0.151, 0.112]
}



{
  "formula": "C4H2BrN",
  "method": "the ωB97M-V functional and the def2-TZVPD basis",
  "gap_ev": [6.75, 6.75],
  "smiles": "C#CN(Br)C#C",
  "homo_energy_ev": [-9.02, -9.02],
  "symbols": ["C", "C", "C", "C", "N", "Br", "H", "H"],
  "coordinates": [[-0.13012, 0.84253, -2.11252], [-0.18395, -1.70861, 1.59422], [0.08628, 0.53346, -0.96903], [0.05280, -0.69701, 0.98233], [0.45836, 0.33388, 0.28162], [0.47145, 2.26037, 1.26080], [-0.35482, 1.04780, -3.11359], [-0.39999, -2.61242, 2.07615]],
  "lowdin_charge": [0.151, 0.162, -0.312, -0.276, -0.290, 0.520, 0.022, 0.023]
}



{
  "formula": "C4H2Cl2",
  "method": "the ωB97M-V functional and the def2-TZVPD basis",
  "gap_ev": 9.41,
  "smiles": "C#CC=C(Cl)Cl",
  "homo_energy_ev": -9.02,
  "symbols": ["C", "C", "C", "C", "H", "H", "Cl", "Cl"],
  "coordinates": [[0.47015, -1.37297, -0.09497], [0.14023, -0.26247, 0.55478], [-0.26385, 0.95153, -0.04140], [-0.69937, 2.05830, -0.35378], [0.26045, -0.15985, 1.65227], [-1.12352, 2.97501, -0.71409], [1.02231, -2.65106, 0.78006], [0.19359, -1.53848, -1.78287]],
  "lowdin_charge": [-1.229, -0.271, -0.172, 0.132, 0.124, 0.029, 0.718, 0.669]
}



{
  "formula": "C4H2Cl2O5P",
  "method": "the ωB97M-V functional and the def2-TZVPD basis",
  "gap_ev": 7.38,
  "total_charge": -1,
  "smiles": "O=C1OP([O-])C(O)(O)C1=C(Cl)Cl",
  "homo_energy_ev": -4.43,
  "symbols": ["C", "C", "C", "C", "O", "O", "O", "O", "O", "P", "Cl", "Cl", "H", "H"],
  "coordinates": [[0.76747, -0.22809, 0.13637], [1.90622, 0.36249, 0.46553], [0.57379, -1.66796, -0.16457], [-0.66321, 0.55982, 0.06440], [-0.68455, -2.01915, -0.17156], [1.48297, -2.42819, -0.41567], [-2.84566, -0.72024, -0.69294], [-0.77199, 1.58240, 0.99430], [-0.93895, 0.97638, -1.20922], [-1.90414, -0.87945, 0.45141], [2.06888, 2.06129, 0.66733], [3.37614, -0.48158, 0.78029], [-0.60100, 2.41598, 0.53014], [-1.76598, 0.46629, -1.43581]],
  "lowdin_charge": [-0.163, -1.067, -0.592, -0.674, -0.173, 0.041, -0.500, -0.079, -0.025, 0.786, 0.666, 0.642, 0.076, 0.062]
}



{
  "formula": "C4H2Cl4N2",
  "method": "the ωB97M-V functional and the def2-TZVPD basis",
  "gap_ev": 9.95,
  "smiles": "Clc1cn[nH]c1C(Cl)(Cl)Cl",
  "homo_energy_ev": -9.63,
  "symbols": ["C", "C", "C", "C", "N", "N", "Cl", "Cl", "Cl", "Cl", "H", "H"],
  "coordinates": [[-0.32349, 1.43210, 0.46610], [0.69211, 1.06712, -0.36875], [1.57582, 0.23200, 0.30892], [3.09292, -0.16803, 0.13147], [-0.11887, 0.90741, 1.66803], [1.00792, 0.21193, 1.58019], [0.75745, 1.53797, -2.00746], [3.29695, -1.57391, 1.27995], [3.54195, -0.65558, -1.49929], [4.14659, 1.13236, 0.69939], [-1.34176, 1.95402, 0.19632], [1.38294, -0.42609, 2.24339]],
  "lowdin_charge": [-0.186, -0.703, -0.358, -1.495, 0.049, -0.019, 0.682, 0.572, 0.604, 0.601, 0.157, 0.096]
}



{
  "formula": "C4H2ClF2NS",
  "method": "the ωB97M-V functional and the def2-TZVPD basis",
  "gap_ev": [8.48, 7.80],
  "homo_energy_ev": [-9.86, -8.94],
  "symbols": ["C", "C", "C", "C", "N", "F", "F", "S", "Cl", "H", "H"],
  "coordinates": [[0.95080, 0.21474, 0.42825], [-0.61174, 1.53885, -1.06416], [0.37414, 1.38620, -0.22703], [0.71228, -1.09394, 0.29257], [-1.97573, -1.30274, -0.36632], [1.13090, 2.47955, 0.09817], [-2.09670, -0.61233, 0.82109], [-0.54036, -1.94802, -0.65123], [1.72795, -2.23053, 1.11877], [1.77734, 0.49256, 1.06902], [-1.44888, 1.07568, -1.51915]],
  "lowdin_charge": [-0.129, 0.251, -0.383, -0.954, -0.372, 0.022, -0.139, 0.921, 0.633, 0.114, 0.035]
}



{
  "formula": "C4H2CrO",
  "method": "the ωB97M-V functional and the def2-TZVPD basis",
  "spin_multiplicity": 6,
  "gap_ev": [6.47, 8.81],
  "total_charge": 1,
  "s2": 8.81,
  "homo_energy_ev": [-12.76, -15.01],
  "symbols": ["C", "C", "C", "C", "O", "Cr", "H", "H"],
  "coordinates": [[0.51587, -1.77336, 0.15692], [-0.10460, 0.51582, 1.22874], [0.16494, -0.48131, 0.47739], [-0.56603, 1.56144, -1.87987], [-0.77631, 2.36173, -1.07850], [-0.69634, 2.37836, 1.02302], [0.65229, -2.52800, 0.93326], [0.81017, -2.03469, -0.86096]],
  "mulliken_spin": [0.235, -0.350, 0.332, 0.028, -0.008, 4.724, 0.021, 0.018]
}



{
  "formula": "C4H2DyLiO2",
  "method": "the ωB97M-V functional and the def2-TZVPD basis",
  "spin_multiplicity": 7,
  "gap_ev": [7.30, 5.70],
  "total_charge": 1,
  "s2": 12.03,
  "homo_energy_ev": [-10.82, -10.81],
  "symbols": ["C", "C", "O", "Li", "H", "C", "C", "O", "Dy", "H"],
  "coordinates": [[-0.31657, 1.22650, -1.05773], [-1.15444, 0.53622, -0.34941], [0.80234, 1.30694, -1.50867], [2.35791, 0.24297, -1.38116], [-2.23948, 0.51085, -0.43253], [0.49009, -1.33226, -0.10260], [0.84481, -1.05051, 1.12020], [0.30721, -0.30690, 2.01563], [-1.45993, 1.08325, 2.41381], [0.36804, -2.21707, -0.71753]],
  "mulliken_spin": [0.007, 0.017, -0.001, 0.001, -0.015, -0.007, -0.055, 0.025, 6.028, -0.001]
}



We obtain strongest force on any atom values of 4.634 3.314 2.481 2.972 3.641 2.533 3.383 2.657 3.067 1.769 2.474 4.269 eV/Å for the records listed above, in that order.